Computed, not measured: the molecule C11H15ClN2O2, with wB97M-V/def2-TZVPD.

XYZ file:
```
31
Properties=species:S:1:pos:R:3:forces:R:3:nbo_charge:R:1
C -0.05403 -2.09368 -3.52161 0.26 -0.04 -0.03 -0.61
C 1.42566 -1.85752 -3.24156 -0.19 0.22 0.08 -0.42
C 1.67048 -0.53546 -2.50169 0.58 -0.31 -0.11 -0.06
C 3.17555 -0.26492 -2.29727 -0.31 -0.01 0.33 -0.07
O 3.83111 0.06151 -3.49654 0.10 -0.01 -0.55 -0.71
N 0.99544 -0.49916 -1.21367 -0.19 0.24 -0.07 -0.65
C 1.27796 -1.37813 -0.21785 -0.34 0.12 0.18 0.79
O 2.15133 -2.21914 -0.25948 0.31 -0.28 -0.09 -0.65
N 0.46767 -1.29046 0.90333 0.12 -0.47 0.34 -0.63
C -0.42411 -0.30753 1.31785 -0.30 0.38 0.04 0.16
C -0.27048 1.03930 0.98567 0.05 -0.13 0.06 -0.27
C -1.18070 1.97985 1.43048 -0.22 -0.04 0.10 -0.20
C -2.24731 1.58853 2.22308 0.15 -0.10 -0.07 -0.07
Cl -3.38734 2.76643 2.77335 -0.14 0.13 0.06 0.01
C -2.39727 0.26021 2.59114 0.06 0.15 0.00 -0.20
C -1.48989 -0.67722 2.14133 0.13 0.04 -0.14 -0.23
H -0.18766 -3.01764 -4.07857 -0.11 -0.07 -0.04 0.22
H -0.47033 -1.27639 -4.10809 -0.11 0.06 -0.07 0.20
H -0.61470 -2.17538 -2.59285 -0.10 -0.02 0.06 0.20
H 1.96814 -1.83399 -4.18893 0.06 -0.01 -0.03 0.19
H 1.82268 -2.67152 -2.63364 0.09 0.02 -0.06 0.23
H 1.26144 0.29098 -3.09367 0.05 -0.05 0.08 0.20
H 3.29116 0.60818 -1.65002 -0.04 -0.10 0.02 0.18
H 3.63748 -1.12747 -1.80628 -0.06 0.12 -0.02 0.19
H 3.88715 -0.72771 -4.04558 0.06 0.07 0.05 0.46
H 0.10386 -0.03254 -1.17891 0.05 -0.03 0.05 0.41
H 0.57214 -2.08518 1.51931 0.11 0.10 -0.18 0.41
H 0.58297 1.36067 0.40976 0.05 0.02 -0.03 0.23
H -1.05392 3.01912 1.17159 -0.01 0.10 -0.01 0.23
H -3.21905 -0.03583 3.22362 -0.08 -0.01 0.05 0.23
H -1.60218 -1.71194 2.42939 -0.04 -0.12 -0.01 0.22
```
Forces are in eV/Å.

## Properties
Spin multiplicity   1
SMILES   CC[C@H](CO)NC(=O)Nc1ccc(Cl)cc1
Charge   0
Orbital gap   9.2715 eV